Record 1
{"formula": "C19H31NO3", "method": "wB97M-V/def2-TZVPD", "e_tot_ha": -1023.1087, "smiles": "O=C(OC[C@@H](O)CN1CCCCC1)[C@]12C[C@H]3C[C@H](C[C@H](C3)C1)C2", "spin_multiplicity": 1, "total_charge": 0, "gap_ha": 0.31868, "molar_mass_g_mol": 321.46, "elements": ["O", "C", "O", "C", "C", "O", "C", "N", "C", "C", "C", "C", "C", "C", "C", "C", "C", "C", "C", "C", "C", "C", "C", "H", "H", "H", "H", "H", "H", "H", "H", "H", "H", "H", "H", "H", "H", "H", "H", "H", "H", "H", "H", "H", "H", "H", "H", "H", "H", "H", "H", "H", "H", "H"], "coordinates": [[0.2408, 1.8753, -1.3433], [0.6988, 1.5719, -0.2650], [0.1980, 1.9837, 0.8947], [-0.9299, 2.8649, 0.8881], [-2.2281, 2.2470, 0.3208], [-2.4053, 2.5944, -1.0257], [-2.2645, 0.7251, 0.5702], [-3.6256, 0.2592, 0.7332], [-3.7396, -1.0229, 1.4015], [-3.3536, -2.2180, 0.5212], [-4.2124, -2.2148, -0.7409], [-4.0754, -0.8712, -1.4527], [-4.4129, 0.2734, -0.4891], [1.9077, 0.6693, -0.1046], [3.0905, 1.3374, -0.8215], [4.3088, 0.4193, -0.7554], [4.6745, 0.1632, 0.7059], [3.4970, -0.5062, 1.4132], [3.1785, -1.8343, 0.7275], [2.8139, -1.5753, -0.7335], [3.9888, -0.9060, -1.4446], [1.5902, -0.6645, -0.7978], [2.2737, 0.4099, 1.3557], [-1.0578, 3.1321, 1.9375], [-0.6868, 3.7596, 0.3045], [-3.0764, 2.6968, 0.8481], [-1.5918, 2.3536, -1.5048], [-1.7242, 0.2249, -0.2510], [-1.7323, 0.5182, 1.5028], [-3.1256, -1.0005, 2.3060], [-4.7859, -1.1312, 1.7065], [-3.4959, -3.1453, 1.0793], [-2.2977, -2.1478, 0.2489], [-3.9160, -3.0303, -1.4051], [-5.2580, -2.3708, -0.4625], [-4.7440, -0.8258, -2.3136], [-3.0538, -0.7532, -1.8204], [-4.2644, 1.2347, -0.9802], [-5.4640, 0.1946, -0.1923], [3.3160, 2.2932, -0.3419], [2.8173, 1.5364, -1.8596], [5.1494, 0.9033, -1.2646], [4.9180, 1.1066, 1.1999], [5.5552, -0.4804, 0.7611], [3.7574, -0.6900, 2.4614], [2.3476, -2.3270, 1.2376], [4.0446, -2.4973, 0.7820], [2.5799, -2.5250, -1.2273], [3.7374, -0.7288, -2.4924], [4.8624, -1.5608, -1.4150], [0.7434, -1.1435, -0.2986], [1.3094, -0.4743, -1.8356], [2.4899, 1.3542, 1.8587], [1.4329, -0.0570, 1.8726]], "mulliken_charge": [-0.76, -1.09, -0.22, -1.05, -0.35, -0.66, -0.22, 0.01, -0.94, -0.22, -0.78, -0.47, -0.85, 2.82, -1.59, 0.44, -1.45, 0.40, -1.44, 0.32, -1.46, -1.32, -1.36, 0.42, 0.32, 0.58, 0.52, 0.09, 0.39, 0.42, 0.43, 0.39, 0.02, 0.36, 0.32, 0.38, 0.20, 0.42, 0.42, 0.49, 0.51, 0.28, 0.48, 0.52, 0.26, 0.49, 0.53, 0.29, 0.50, 0.51, 0.33, 0.49, 0.47, 0.39]}



Record 2
{"formula": "C32H59N6PS2W", "method": "wB97M-V/def2-TZVPD", "e_tot_ha": -2786.7637, "spin_multiplicity": 3, "total_charge": 4, "gap_ha": [0.26608, 0.25623], "molar_mass_g_mol": 806.81, "elements": ["W", "N", "C", "C", "N", "C", "C", "N", "C", "C", "N", "H", "H", "H", "H", "H", "H", "H", "H", "H", "H", "H", "H", "H", "H", "H", "H", "H", "H", "C", "C", "N", "C", "C", "S", "C", "C", "S", "C", "N", "C", "H", "H", "H", "H", "H", "H", "H", "H", "C", "C", "C", "C", "C", "C", "P", "C", "C", "C", "C", "C", "C", "C", "C", "C", "C", "C", "C", "H", "H", "H", "H", "H", "H", "H", "H", "H", "H", "H", "H", "H", "H", "H", "H", "H", "H", "H", "H", "H", "H", "H", "H", "H", "H", "H", "H", "H", "H", "H", "H", "H"], "coordinates": [[0.1453, 0.2737, -0.3231], [-1.8862, 0.5054, 0.6853], [-2.3241, 1.8714, 1.0573], [-2.0463, 2.7362, -0.1449], [-0.6244, 2.5516, -0.5604], [0.2097, 3.4130, 0.3269], [1.6776, 3.1574, 0.0892], [1.9013, 1.6847, 0.0637], [-0.4948, 3.0006, -1.9809], [-0.7930, 1.8518, -2.9110], [0.1890, 0.7815, -2.5950], [-2.5690, 0.1494, 0.0243], [-1.9860, -0.0959, 1.5054], [-1.7750, 2.1984, 1.9390], [-3.3869, 1.8912, 1.3016], [-2.2386, 3.7886, 0.0727], [-2.7060, 2.4535, -0.9671], [-0.0405, 3.1744, 1.3600], [-0.0230, 4.4677, 0.1583], [2.2605, 3.6329, 0.8786], [2.0171, 3.5958, -0.8463], [2.2705, 1.4095, 0.9751], [2.6565, 1.4993, -0.5879], [0.5196, 3.3461, -2.1732], [-1.1596, 3.8443, -2.1759], [-0.7175, 2.1770, -3.9494], [-1.7990, 1.4562, -2.7613], [1.1067, 1.0979, -2.9080], [-0.0145, -0.0230, -3.1867], [-3.6345, -1.2180, -1.0595], [-2.3423, -1.8222, -1.5227], [-1.0892, -1.4102, -1.3212], [-0.1897, -2.2558, -1.9761], [-0.7762, -3.2871, -2.6404], [-2.4610, -3.2249, -2.4820], [1.2571, -2.0528, -1.9242], [2.1517, -2.8555, -2.5584], [3.7409, -2.3461, -2.2535], [3.1696, -1.0567, -1.2987], [1.8403, -1.0106, -1.1991], [4.1863, -0.1278, -0.7170], [-3.7444, -0.1698, -1.3523], [-3.7989, -1.3385, 0.0147], [-4.4577, -1.7415, -1.5457], [-0.2988, -4.0649, -3.2148], [1.9620, -3.7214, -3.1723], [5.1529, -0.6306, -0.6824], [3.9512, 0.1798, 0.2991], [4.3387, 0.7517, -1.3520], [3.8496, 2.6192, 3.9373], [2.4334, 2.4883, 4.5330], [1.4462, 1.8583, 3.5451], [1.8866, 0.4136, 3.2622], [3.4055, 0.3338, 2.9571], [4.0604, 1.7008, 2.7268], [0.6792, -0.5479, 2.1892], [1.5611, -2.1945, 1.9939], [0.8657, -3.2250, 1.0676], [0.1440, -4.3995, 1.7355], [0.9790, -5.0138, 2.8525], [1.3271, -3.9503, 3.8849], [2.1620, -2.8330, 3.2622], [-0.8254, -0.5754, 3.3310], [-0.5861, -0.6431, 4.8466], [-1.9275, -0.4666, 5.5819], [-3.0255, -1.4209, 5.1206], [-3.1855, -1.4007, 3.6014], [-1.8247, -1.6803, 2.9577], [4.5884, 2.3792, 4.7015], [4.0486, 3.6505, 3.6438], [2.0631, 3.4621, 4.8511], [2.4614, 1.8674, 5.4317], [1.4164, 2.4646, 2.6322], [0.4418, 1.8723, 3.9761], [1.7327, -0.1362, 4.1899], [3.6328, -0.3589, 2.1447], [3.8967, -0.0911, 3.8345], [3.6799, 2.2010, 1.8258], [5.1278, 1.5557, 2.5561], [2.4100, -1.8164, 1.4097], [1.6472, -3.6562, 0.4346], [0.1621, -2.7028, 0.4122], [-0.0717, -5.1489, 0.9716], [-0.8159, -4.0869, 2.1428], [1.8970, -5.4459, 2.4425], [0.4272, -5.8269, 3.3227], [1.9019, -4.3875, 4.7012], [0.4058, -3.5572, 4.3249], [3.1197, -3.2705, 2.9650], [2.3924, -2.0801, 4.0158], [-1.2895, 0.4069, 3.1465], [0.0709, 0.1502, 5.2004], [-0.1422, -1.6035, 5.1160], [-2.2718, 0.5647, 5.4484], [-1.7416, -0.5980, 6.6477], [-3.9643, -1.1458, 5.6011], [-2.8091, -2.4422, 5.4467], [-3.5762, -0.4243, 3.2839], [-3.9064, -2.1582, 3.2909], [-1.9087, -1.8485, 1.8723], [-1.4609, -2.6164, 3.3787]], "lowdin_spin": [1.85, 0.02, 0.01, 0.00, -0.01, 0.01, 0.00, 0.02, 0.00, 0.01, 0.01, 0.01, 0.00, 0.00, 0.00, 0.00, 0.00, 0.00, 0.00, 0.00, 0.00, 0.01, 0.00, 0.00, 0.00, 0.00, 0.00, 0.00, 0.00, 0.00, 0.01, 0.01, 0.01, 0.00, 0.01, 0.00, 0.00, 0.00, 0.00, 0.00, 0.00, 0.00, 0.00, 0.00, 0.00, 0.00, 0.00, 0.00, 0.00, 0.00, 0.00, 0.00, 0.00, 0.00, 0.00, 0.00, 0.00, 0.00, 0.00, 0.00, 0.00, 0.00, 0.00, 0.00, 0.00, 0.00, 0.00, 0.00, 0.00, 0.00, 0.00, 0.00, 0.00, 0.00, 0.00, 0.00, 0.00, 0.00, 0.00, 0.00, 0.00, 0.00, 0.00, 0.00, 0.00, 0.00, 0.00, 0.00, 0.00, 0.00, 0.00, 0.00, 0.00, 0.00, 0.00, 0.00, 0.00, 0.00, 0.00, 0.00, 0.00]}



Record 3
{"formula": "C27H27N2O2P2Pd", "method": "wB97M-V/def2-TZVPD", "e_tot_ha": -2115.4602, "spin_multiplicity": 1, "total_charge": 1, "gap_ha": 0.24995, "molar_mass_g_mol": 579.89, "elements": ["Pd", "C", "C", "P", "C", "C", "C", "C", "C", "C", "C", "C", "C", "C", "C", "C", "P", "C", "C", "C", "C", "C", "C", "C", "C", "C", "C", "C", "C", "H", "H", "H", "H", "H", "H", "H", "H", "H", "H", "H", "H", "H", "H", "H", "H", "H", "H", "H", "H", "H", "H", "H", "H", "N", "N", "C", "O", "O", "H", "H", "H"], "coordinates": [[-0.3818, -0.2648, 1.3072], [-0.0777, -0.2355, -2.0251], [0.7119, 0.9476, -1.4848], [1.4765, 0.3755, 0.0826], [1.9544, 1.8449, 1.0080], [2.3385, 1.6522, 2.3380], [2.7417, 2.7337, 3.1053], [2.7534, 4.0093, 2.5513], [2.3498, 4.2052, 1.2371], [1.9506, 3.1251, 0.4611], [2.9906, -0.4111, -0.5018], [4.1165, 0.3719, -0.7472], [5.2169, -0.2032, -1.3646], [5.1980, -1.5457, -1.7253], [4.0837, -2.3284, -1.4561], [2.9780, -1.7642, -0.8370], [-1.2951, -0.6702, -0.7311], [-2.7788, 0.2783, -1.1141], [-3.2836, 0.3475, -2.4121], [-4.4244, 1.0913, -2.6677], [-5.0661, 1.7639, -1.6343], [-4.5740, 1.6883, -0.3397], [-3.4300, 0.9484, -0.0797], [-1.6653, -2.4232, -0.8676], [-1.9532, -2.9987, -2.1051], [-2.2838, -4.3415, -2.1756], [-2.3322, -5.1073, -1.0165], [-2.0331, -4.5401, 0.2134], [-1.6955, -3.1965, 0.2929], [0.5663, -1.1021, -2.1892], [-0.5649, 0.0081, -2.9682], [0.0444, 1.7811, -1.2564], [1.4719, 1.2822, -2.1921], [2.3144, 0.6586, 2.7735], [3.0492, 2.5836, 4.1323], [3.0806, 4.8528, 3.1457], [2.3509, 5.2005, 0.8116], [1.6443, 3.2865, -0.5652], [4.1405, 1.4145, -0.4563], [6.0948, 0.3990, -1.5597], [6.0611, -1.9853, -2.2085], [4.0792, -3.3782, -1.7195], [2.1172, -2.3780, -0.5949], [-2.8036, -0.1825, -3.2258], [-4.8153, 1.1440, -3.6753], [-5.9548, 2.3459, -1.8408], [-5.0852, 2.2010, 0.4649], [-3.0455, 0.8756, 0.9290], [-1.9097, -2.4069, -3.0125], [-2.5081, -4.7916, -3.1336], [-2.6034, -6.1539, -1.0750], [-2.0646, -5.1429, 1.1114], [-1.4490, -2.7618, 1.2526], [-1.1154, 1.6261, 2.7491], [-1.2186, 1.0395, 4.0148], [-0.7196, -0.2446, 4.2745], [-0.6644, -0.6070, 5.4238], [-0.3893, -0.9609, 3.2172], [-0.3926, 2.3401, 2.7397], [-1.9967, 2.0615, 2.5041], [-1.2999, 1.6424, 4.8177]], "mulliken_charge": [-0.33, -1.29, -1.36, 1.23, 0.72, -0.31, -0.74, -0.44, -0.77, -0.28, 0.37, -0.70, -0.63, -0.51, -0.67, -0.19, 0.98, 0.86, -0.25, -0.75, -0.51, -0.69, -0.38, 0.69, -0.29, -0.73, -0.50, -0.76, -0.42, 0.49, 0.66, 0.57, 0.63, 0.41, 0.45, 0.42, 0.43, 0.38, 0.33, 0.42, 0.40, 0.43, 0.47, 0.19, 0.42, 0.40, 0.43, 0.35, 0.24, 0.43, 0.40, 0.44, 0.55, -0.35, -0.22, 0.59, -0.64, -0.84, 0.21, 0.30, 0.25]}



Record 4
{"formula": "C2H4N3P", "method": "wB97M-V/def2-TZVPD", "e_tot_ha": -584.0209, "spin_multiplicity": 3, "total_charge": 0, "gap_ha": [0.27785, 0.26504], "molar_mass_g_mol": 101.05, "elements": ["C", "C", "N", "N", "N", "P", "H", "H", "H", "H"], "coordinates": [[-1.9057, 0.9111, 0.1476], [0.4945, 1.3148, 0.4394], [-0.7022, 1.5780, 0.2574], [-1.9699, -0.3795, 0.3241], [-1.0223, -1.1549, 0.6892], [1.6672, -0.0213, 0.4810], [-2.8350, 1.2694, -0.1907], [-1.4139, -2.0821, 0.8527], [2.6496, 0.8126, 0.1233], [1.3616, -0.6901, -0.8555]], "lowdin_spin": [0.34, 0.61, 0.30, 0.06, 0.45, 0.17, 0.01, 0.02, 0.01, 0.04]}